# 1
Here is 10 unconnected molecules or ions with the total composition C20H60O20 at a distorted geometry from the Open Molecules 2025 dataset. Energies are from the ωB97M-V functional and the def2-TZVPD basis.

Element x y z (Å)
1 C 0.48054 -2.16888 4.35950
2 C -0.01441 -2.84669 3.01174
3 O -1.24061 -3.44086 3.33668
4 O 0.91309 -3.16989 5.23437
5 H -0.32794 -1.63792 4.86202
6 H 1.28934 -1.46974 4.14706
7 H 0.68007 -3.60717 2.65471
8 H -0.06846 -2.00667 2.31925
9 H -0.99272 -4.24704 3.79518
10 H 1.76800 -2.91171 5.58661
11 C 0.83902 -4.14237 -0.39499
12 C 1.76364 -2.96497 -0.60303
13 O 2.36672 -2.32302 0.55579
14 O 1.54446 -5.27814 0.14014
15 H 0.64639 -4.50906 -1.40321
16 H -0.13984 -3.94139 0.04039
17 H 1.33566 -2.27507 -1.33035
18 H 2.58929 -3.35374 -1.19906
19 H 2.63978 -1.42643 0.34804
20 H 1.19632 -5.94237 -0.45919
21 C 2.29275 3.39924 1.17518
22 C 1.03803 4.21913 1.62668
23 O 1.24712 4.99849 2.80131
24 O 2.75430 2.59819 2.25743
25 H 3.07513 4.09484 0.87163
26 H 1.96654 2.81253 0.31643
27 H 0.24012 3.51896 1.87408
28 H 0.63595 4.79609 0.79388
29 H 1.43108 4.45168 3.56861
30 H 3.50339 3.08027 2.61528
31 C -3.66973 -1.06268 -2.58144
32 C -3.40971 -2.49764 -2.26405
33 O -1.99808 -2.42620 -1.92513
34 O -3.68353 -0.17880 -1.46161
35 H -4.63256 -0.98323 -3.08617
36 H -3.02748 -0.68435 -3.37673
37 H -3.59501 -3.11125 -3.14566
38 H -4.00648 -2.81114 -1.40749
39 H -1.90004 -1.73281 -1.26847
40 H -4.23562 -0.59654 -0.79655
41 C -0.13774 0.97553 -1.20904
42 C -0.86388 0.55992 0.06238
43 O -1.23070 -0.82178 0.15928
44 O -1.01206 1.06107 -2.31044
45 H 0.62377 0.20076 -1.29799
46 H 0.39481 1.92574 -1.16901
47 H -1.81819 1.07854 0.15408
48 H -0.16728 0.84900 0.84933
49 H -1.85414 -1.01836 0.86232
50 H -1.78881 0.53479 -2.10724
51 C 4.34242 -0.40730 -1.43150
52 C 3.85197 0.81739 -0.58749
53 O 2.82666 0.41855 0.28677
54 O 3.44243 -0.65526 -2.45368
55 H 4.52533 -1.25271 -0.76824
56 H 5.32551 -0.11248 -1.79854
57 H 3.60888 1.69239 -1.19030
58 H 4.67394 1.28214 -0.04298
59 H 2.65195 1.08733 0.95296
60 H 3.67480 -1.51836 -2.80391
61 C -2.90821 -0.33745 2.98416
62 C -3.77294 -0.56871 4.20743
63 O -5.16478 -0.66290 3.85476
64 O -2.87797 -1.55621 2.21982
65 H -1.91757 0.06626 3.19328
66 H -3.45768 0.38620 2.38207
67 H -3.63463 0.37238 4.73969
68 H -3.42686 -1.45991 4.73098
69 H -5.56819 -1.27520 4.47438
70 H -2.40611 -2.20439 2.74785
71 C 1.41920 2.88682 5.78766
72 C 1.16243 1.57608 5.00116
73 O 0.60882 1.85202 3.73908
74 O 2.38594 3.61430 5.04624
75 H 1.77569 2.64326 6.78851
76 H 0.52731 3.51095 5.84332
77 H 0.41136 0.99812 5.53961
78 H 2.04285 0.93717 4.93222
79 H 1.35932 1.92084 3.14443
80 H 2.98790 4.15179 5.56619
81 C -1.61411 3.30051 -5.04019
82 C -2.04929 4.46516 -5.97407
83 O -1.84823 4.14007 -7.27463
84 O -1.60212 3.67849 -3.68144
85 H -0.56533 3.05974 -5.21399
86 H -2.22399 2.41653 -5.22649
87 H -1.55073 5.41682 -5.78998
88 H -3.08453 4.70654 -5.73298
89 H -1.34265 4.88488 -7.60816
90 H -1.58750 2.82351 -3.24510
91 C 0.09631 -2.72126 -5.02863
92 C 0.52865 -1.45281 -4.23575
93 O 1.36695 -0.68145 -5.02863
94 O 1.19326 -3.59772 -5.16933
95 H -0.23174 -2.48201 -6.04019
96 H -0.71655 -3.25213 -4.53309
97 H 0.92937 -1.60409 -3.23344
98 H -0.32329 -0.78784 -4.09390
99 H 1.75759 0.09535 -4.62172
100 H 0.95788 -4.17828 -5.89675

Values from the calculation:
energy above the lowest of the compared OMol25 structures with the same formula, charge and spin = 282.51 kJ/mol
SMILES = OCCO.OCCO.OCCO.OCCO.OCCO.OCCO.OCCO.OCCO.OCCO.OCCO
gap between HOMO and LUMO = 0.348 hartree
electronic energy = -2302.58093 a.u.


# 2
Here is 12 unconnected molecules or ions with the total composition C14H49BFNO16S at a distorted geometry from the Open Molecules 2025 dataset. Energies are from the ωB97M-V functional and the def2-TZVPD basis.

Element x y z (Å)
1 C 3.06569 -2.81163 0.06381
2 C 1.81422 -2.91834 0.74319
3 C 0.46560 -2.36112 1.56156
4 N -0.42084 -1.47597 0.71430
5 O -1.58297 -1.27949 1.41464
6 B -2.66762 -1.71993 0.49534
7 O -2.21584 -2.43992 -0.74219
8 O -4.10478 -1.52221 0.77139
9 S 0.22497 0.13117 0.49546
10 O -0.27504 0.62708 -0.91462
11 O -0.31402 1.18631 1.51510
12 F 1.93577 0.24138 0.52809
13 H 3.95944 -2.89110 -0.71324
14 H -0.16936 -3.34691 1.78348
15 H 0.74528 -1.92343 2.61304
16 H -2.24925 -3.42967 -0.56300
17 H -4.23929 -1.94831 1.68715
18 C -2.85993 1.12734 3.94890
19 O -2.30352 -0.15870 3.74695
20 H -3.59384 1.07413 4.75648
21 H -2.06844 1.82863 4.22430
22 H -3.35342 1.45987 3.03230
23 H -1.65660 -0.08020 3.02528
24 C 2.97143 0.53194 -2.82934
25 O 2.54696 -0.65155 -2.17861
26 H 3.81905 0.29670 -3.47730
27 H 2.15283 0.93007 -3.43390
28 H 3.27936 1.26867 -2.08325
29 H 1.79461 -0.41173 -1.61123
30 C 2.12424 1.75671 -6.52249
31 O 3.52544 1.59956 -6.39518
32 H 1.76331 2.39539 -5.71288
33 H 1.89496 2.22488 -7.48289
34 H 1.63958 0.77948 -6.45645
35 H 3.81672 1.02876 -7.12649
36 C -1.56344 0.27108 -4.44590
37 O -0.80390 1.05385 -3.54332
38 H -1.36400 0.61021 -5.46515
39 H -1.27560 -0.77876 -4.35056
40 H -2.62739 0.38967 -4.22636
41 H -1.00142 0.73016 -2.64795
42 C 6.38206 -4.48351 0.12423
43 O 5.04900 -4.75588 -0.26699
44 H 6.73387 -3.59586 -0.40676
45 H 6.41634 -4.29901 1.20075
46 H 7.01869 -5.33430 -0.13092
47 H 4.76430 -5.54790 0.21997
48 C 5.80050 0.44882 -0.23825
49 O 4.78288 1.42806 -0.33736
50 H 6.71008 0.83302 -0.70591
51 H 5.99800 0.23254 0.81451
52 H 5.48388 -0.46058 -0.75496
53 H 3.98891 1.05911 0.08566
54 C 3.49540 -4.01335 -3.82469
55 O 3.70178 -5.34033 -3.37659
56 H 2.65694 -4.00117 -4.52504
57 H 3.26386 -3.37146 -2.97119
58 H 4.39517 -3.65455 -4.33059
59 H 4.45111 -5.31968 -2.75728
60 C -2.47331 4.26739 -2.64304
61 O -2.35016 4.04358 -4.03552
62 H -3.21362 5.05279 -2.47350
63 H -2.80212 3.34773 -2.15294
64 H -1.50940 4.58454 -2.23740
65 H -1.68713 3.34242 -4.15485
66 C -5.82855 3.17338 4.93238
67 O -5.66245 1.82163 5.31898
68 H -4.84931 3.60034 4.70337
69 H -6.46256 3.22388 4.04379
70 H -6.28558 3.73406 5.75153
71 H -6.54729 1.46977 5.51579
72 C -6.56212 -1.79382 5.32067
73 O -7.59443 -0.92884 4.88430
74 H -6.72173 -2.03425 6.37441
75 H -6.58342 -2.71412 4.73185
76 H -5.59578 -1.29680 5.20489
77 H -7.42624 -0.73315 3.94681
78 C -0.24800 4.79928 4.22446
79 O -0.68174 3.48116 4.50497
80 H -0.52805 5.45006 5.05615
81 H 0.83835 4.80906 4.10673
82 H -0.72764 5.15463 3.30908
83 H -0.41951 2.92717 3.75012

Values from the calculation:
SMILES = C#CCN(OB(O)O)S(=O)(=O)F.CO.CO.CO.CO.CO.CO.CO.CO.CO.CO.CO
gap between HOMO and LUMO = 0.285 hartree
electronic energy = -2343.85282 a.u.


# 3
Here is 2 unconnected molecules or ions with the total composition C10H12NO4 at a distorted geometry from the Open Molecules 2025 dataset. Energies are from the ωB97M-V functional and the def2-TZVPD basis.

Element x y z (Å)
1 C -0.99464 -1.95659 0.68676
2 C -1.82609 1.84651 -0.01534
3 C 0.46753 0.96047 0.63898
4 C -1.64195 -0.94120 -1.63418
5 C -2.89724 -1.12041 -0.83894
6 C -1.63419 -0.98963 -0.15136
7 C 3.05158 -0.30978 -0.10430
8 C -1.31710 0.59684 2.29439
9 C 2.22195 0.83003 -0.82445
10 C -0.87429 0.85940 0.91544
11 N -0.49763 -2.67725 1.44844
12 O -3.04318 1.67860 0.10782
13 O -1.18559 2.67850 -0.64708
14 O 1.29578 1.28280 1.47098
15 O 0.83833 0.64971 -0.58229
16 H -1.41048 -1.86307 -2.04690
17 H -1.56854 0.02628 -1.96574
18 H -3.56213 -0.20676 -0.89074
19 H -3.50384 -1.97964 -0.73249
20 H 2.66595 -0.39368 0.94644
21 H 2.87557 -1.26161 -0.58957
22 H 4.15413 -0.11488 -0.14396
23 H -0.76237 -0.34469 2.54462
24 H -0.99226 1.49696 2.89350
25 H -2.36615 0.54521 2.33492
26 H 2.27572 0.83096 -1.85877
27 H 2.56491 1.77614 -0.38594

Values from the calculation:
energy above the lowest of the compared OMol25 structures with the same formula, charge and spin = 174.98 kJ/mol
total charge = -1
gap between HOMO and LUMO = 0.302 hartree
electronic energy = -743.91032 a.u.


Question: Among the records above, which one has the highest electronic energy?
Answer: C10H12NO4


Question: What is the electronic energy in the third record?
Answer: -743.91032 a.u.


Question: The highest electronic energy belongs to which entry?
Answer: C10H12NO4